A structure of composition C17H26Cl4N2O3S2V, computed with ωB97M-V with the def2-TZVPD basis set.

Geometry (Å):
1 V -0.73 0.12 -1.59
2 Cl 1.75 0.00 -7.59
3 C 1.04 0.53 -6.11
4 C 0.35 1.74 -6.06
5 Cl 0.18 2.70 -7.47
6 C -0.22 2.16 -4.86
7 Cl -1.13 3.62 -4.75
8 C -0.07 1.40 -3.71
9 O -0.63 1.74 -2.53
10 C 0.61 0.18 -3.77
11 O 0.65 -0.57 -2.64
12 C 1.16 -0.26 -4.97
13 Cl 1.98 -1.77 -5.00
14 C -0.27 1.64 4.36
15 C -0.15 0.16 4.69
16 C -1.34 -0.67 4.24
17 C -1.55 -0.72 2.73
18 N -0.41 -1.35 2.06
19 C 0.41 -0.81 1.16
20 S 0.14 0.79 0.53
21 N 1.46 -1.52 0.76
22 C 2.56 -1.11 -0.13
23 C 3.91 -1.42 0.51
24 C 4.38 -0.41 1.55
25 C 3.46 -0.24 2.76
26 H 0.57 2.20 4.78
27 H -1.19 2.06 4.78
28 H -0.28 1.83 3.29
29 H -0.04 0.04 5.77
30 H 0.77 -0.24 4.26
31 H -2.26 -0.27 4.68
32 H -1.25 -1.70 4.61
33 H -1.66 0.28 2.30
34 H -2.44 -1.29 2.48
35 H -0.14 -2.25 2.44
36 H 1.59 -2.43 1.19
37 H 2.45 -0.05 -0.32
38 H 2.44 -1.63 -1.08
39 H 4.64 -1.46 -0.30
40 H 3.89 -2.43 0.94
41 H 4.52 0.56 1.07
42 H 5.37 -0.72 1.90
43 H 2.52 0.26 2.49
44 H 3.93 0.37 3.52
45 H 3.21 -1.20 3.21
46 C -5.16 -0.90 -1.27
47 S -3.79 -0.26 -2.22
48 C -4.06 1.49 -2.03
49 O -2.58 -0.57 -1.30
50 H -5.15 -0.48 -0.27
51 H -5.05 -1.98 -1.24
52 H -6.08 -0.65 -1.80
53 H -4.96 1.75 -2.59
54 H -3.20 1.99 -2.48
55 H -4.16 1.75 -0.98

Output
E_tot, Eh: -4579.62782
Total charge: +1
Strongest force on any atom, eV Å⁻¹: 0.67
Energy relative to the best compared isomer or geometry (same formula, charge and spin), kcal/mol: 2.30
HOMO level (spin up / spin down), eV: -10.6 / -10.6
2S+1: 3
Orbital gap (spin up / spin down), eV: 7.31 / 7.83

The molecule C4H5NO3, computed with ωB97M-V with the def2-TZVPD basis set.

Geometry (Å):
1 O 2.51 0.10 0.30
2 C 1.43 0.19 -0.03
3 C 0.93 1.40 -0.26
4 N -0.26 1.86 -0.34
5 O -1.31 1.13 0.04
6 C -1.23 -0.28 0.50
7 C -0.56 -1.22 -0.50
8 O 0.87 -1.10 -0.26
9 H 1.99 2.12 -0.11
10 H -2.18 -0.57 1.13
11 H -0.30 -0.49 1.33
12 H -0.87 -0.90 -1.60
13 H -0.99 -2.24 -0.18

Output
E_tot, Eh: -435.69477
SMILES: O=C1C=NOCCO1
Strongest force on any atom, eV Å⁻¹: 8.27
Energy relative to the best compared isomer or geometry (same formula, charge and spin), kcal/mol: 141.65
HOMO level, eV: -10.3
Orbital gap, eV: 10.09

A cluster of 2 separate species, C4H8N2 in total, computed with ωB97M-V with the def2-TZVPD basis set.

Geometry (Å):
1 C -1.74 0.35 -0.20
2 C -0.46 -0.41 -0.33
3 C 0.78 0.11 -0.22
4 N 1.91 -0.71 -0.52
5 C 0.94 1.43 0.32
6 N 1.05 2.50 0.76
7 H -1.87 0.76 -1.20
8 H -1.66 1.18 0.50
9 H -2.62 -0.25 0.05
10 H -0.52 -1.45 -0.66
11 H 2.26 -0.48 -1.45
12 H 2.67 -0.62 0.13
13 H -0.80 -1.27 1.41
14 H -0.16 -0.89 1.28

Output
E_tot, Eh: -266.61663
SMILES: C/C=C(/N)C#N.[H][H]
Strongest force on any atom, eV Å⁻¹: 1.99
Energy relative to the best compared isomer or geometry (same formula, charge and spin), kcal/mol: 66.12
HOMO level, eV: -9.0
Orbital gap, eV: 9.71

The ion C17H16Cl3F2Si with charge +1, computed with ωB97M-V with the def2-TZVPD basis set.

Geometry (Å):
1 C 0.85 0.03 -3.12
2 C 1.24 -0.54 -1.79
3 C 0.18 -0.91 -0.81
4 C 2.71 -0.73 -1.52
5 Si 3.90 -1.22 -2.94
6 Cl 5.60 -1.99 -2.10
7 Cl 3.07 -2.60 -4.18
8 Cl 4.32 0.48 -3.99
9 H 1.25 1.07 -3.17
10 H 1.19 -0.45 -4.07
11 H -0.25 0.03 -3.17
12 H 0.66 -1.67 -0.16
13 H -0.61 -1.36 -1.46
14 H 3.16 0.25 -1.25
15 H 2.95 -1.47 -0.73
16 F -2.88 -0.38 4.80
17 C -2.55 -1.02 3.62
18 C -2.75 -2.40 3.51
19 C -2.40 -3.01 2.30
20 C -1.83 -2.27 1.25
21 C -1.66 -0.88 1.34
22 C -1.12 -0.18 0.10
23 C -0.68 1.23 0.35
24 C -0.79 2.13 -0.70
25 C -0.29 3.43 -0.57
26 C 0.26 3.88 0.63
27 C 0.30 2.99 1.69
28 F 0.61 3.47 2.96
29 C -0.09 1.66 1.55
30 C -2.09 -0.25 2.55
31 H -3.27 -2.93 4.32
32 H -2.60 -4.08 2.19
33 H -1.48 -2.80 0.37
34 H -2.00 -0.15 -0.59
35 H -1.21 1.81 -1.68
36 H -0.28 4.10 -1.44
37 H 0.61 4.91 0.77
38 H 0.01 0.99 2.41
39 H -2.03 0.82 2.71

Output
E_tot, Eh: -2527.01617
Total charge: +1
Strongest force on any atom, eV Å⁻¹: 2.10
Energy relative to the best compared isomer or geometry (same formula, charge and spin), kcal/mol: 26.79
HOMO level, eV: -12.3
Orbital gap, eV: 6.20

A structure of composition C12H24N4NaO4SbSe4, computed with ωB97M-V with the def2-TZVPD basis set.

Geometry (Å):
1 Na -0.62 0.67 -0.10
2 C 0.43 -1.71 -2.83
3 C 1.61 -1.07 -2.11
4 N 1.28 0.25 -1.61
5 C 2.40 1.00 -1.09
6 C 1.95 2.38 -0.63
7 N 1.04 2.29 0.50
8 C 1.66 2.26 1.81
9 C 0.78 1.59 2.87
10 C 0.85 0.06 2.88
11 N 0.08 -0.58 1.82
12 C 0.68 -1.82 1.38
13 C -0.23 -2.61 0.44
14 N -0.83 -1.81 -0.62
15 C -0.71 -2.31 -1.98
16 H 0.83 -2.51 -3.47
17 H 0.02 -0.95 -3.51
18 H 2.47 -1.02 -2.80
19 H 1.93 -1.70 -1.27
20 H 0.82 0.78 -2.35
21 H 3.21 1.12 -1.84
22 H 2.83 0.45 -0.25
23 H 1.40 2.86 -1.45
24 H 2.82 3.02 -0.41
25 H 0.35 3.03 0.44
26 H 1.93 3.28 2.14
27 H 2.60 1.70 1.73
28 H -0.25 1.92 2.75
29 H 1.10 1.95 3.86
30 H 0.54 -0.32 3.86
31 H 1.90 -0.22 2.76
32 H -0.85 -0.79 2.19
33 H 0.93 -2.48 2.23
34 H 1.63 -1.58 0.88
35 H -1.02 -3.08 1.04
36 H 0.37 -3.42 0.00
37 H -1.82 -1.72 -0.43
38 H -1.66 -2.09 -2.48
39 H -0.61 -3.41 -1.98
40 O -1.00 1.81 -3.19
41 C -1.76 1.75 -2.23
42 O -2.61 0.77 -2.11
43 C -1.62 2.82 -1.05
44 O -1.12 3.91 -1.34
45 O -1.95 2.38 0.07
46 Se -2.59 -2.04 3.42
47 Sb -4.57 -1.07 2.42
48 Se -4.41 -1.82 -1.16
49 Se -6.53 -2.15 3.26
50 Se -3.65 0.25 -0.45

Output
E_tot, Eh: -11000.10513
Total charge: -2
Strongest force on any atom, eV Å⁻¹: 1.09
HOMO level, eV: -1.5
Orbital gap, eV: 4.90

A structure of composition C17H30BN4O2PdS, computed with ωB97M-V with the def2-TZVPD basis set.

Geometry (Å):
1 Pd -0.03 0.78 -1.55
2 N -2.89 1.15 0.04
3 C -2.51 1.51 1.40
4 C -1.40 0.70 2.06
5 N -0.08 1.08 1.60
6 C 0.96 0.22 2.14
7 C 2.35 0.61 1.66
8 N 2.69 0.37 0.27
9 H -2.05 1.02 -0.56
10 H -3.31 0.22 0.06
11 H -3.41 1.43 2.03
12 H -2.23 2.57 1.42
13 H -1.55 -0.36 1.83
14 H -1.49 0.81 3.16
15 H 0.11 2.05 1.85
16 H 0.74 -0.81 1.82
17 H 0.97 0.23 3.25
18 H 3.08 0.07 2.28
19 H 2.50 1.68 1.89
20 H 2.73 -0.64 0.12
21 H 1.92 0.64 -0.37
22 S -1.59 5.00 -0.99
23 C -1.26 3.45 -1.70
24 N -0.09 2.96 -1.49
25 C 0.68 3.84 -0.72
26 C 2.00 3.61 -0.34
27 C 2.62 4.57 0.43
28 C 1.96 5.75 0.81
29 C 0.65 5.98 0.43
30 C 0.02 5.01 -0.35
31 H -2.02 2.92 -2.26
32 H 2.50 2.70 -0.64
33 H 3.65 4.42 0.75
34 H 2.47 6.48 1.42
35 H 0.14 6.89 0.72
36 C 1.49 -3.92 -0.74
37 C 0.07 -3.40 -0.49
38 C -0.49 -4.08 0.76
39 O 0.16 -2.00 -0.25
40 B -0.20 -1.26 -1.42
41 O -0.69 -2.21 -2.34
42 C -0.85 -3.49 -1.74
43 C -2.33 -3.65 -1.39
44 C -0.46 -4.56 -2.75
45 H 2.11 -3.66 0.12
46 H 1.91 -3.43 -1.62
47 H 1.52 -5.00 -0.88
48 H 0.21 -3.92 1.59
49 H -0.60 -5.16 0.62
50 H -1.45 -3.65 1.05
51 H -2.65 -2.85 -0.72
52 H -2.54 -4.61 -0.92
53 H -2.92 -3.57 -2.31
54 H 0.54 -4.37 -3.15
55 H -1.16 -4.54 -3.58
56 H -0.48 -5.56 -2.30

Output
E_tot, Eh: -1586.31037
Total charge: -1
Strongest force on any atom, eV Å⁻¹: 0.30
Energy relative to the best compared isomer or geometry (same formula, charge and spin), kcal/mol: 0.00
HOMO level, eV: -1.9
Orbital gap, eV: 4.50

The ion C8H16N3 with charge +1, computed with ωB97M-V with the def2-TZVPD basis set.

Geometry (Å):
1 C -1.51 -1.48 1.19
2 C -1.03 -0.59 -0.89
3 C 2.14 -1.67 0.07
4 C 1.18 0.28 0.46
5 C 0.71 -0.12 -0.82
6 C 0.37 1.04 1.38
7 C 0.78 1.00 -1.84
8 C -2.57 0.50 0.67
9 N 1.88 -0.75 0.97
10 N 1.64 -1.27 -1.09
11 N -1.67 -0.55 0.36
12 H -1.65 -1.29 2.15
13 H -1.41 0.15 -1.63
14 H -0.88 -1.56 -1.30
15 H 2.66 -2.58 0.25
16 H -0.89 -2.43 0.85
17 H 0.00 0.33 2.10
18 H -0.45 1.51 0.95
19 H 1.00 1.69 1.94
20 H 0.25 0.65 -2.64
21 H 1.78 1.35 -2.10
22 H 0.25 1.90 -1.48
23 H -2.03 1.38 0.48
24 H -2.85 0.55 1.76
25 H -3.33 0.48 -0.05
26 H 2.29 -0.87 1.90
27 H 1.63 -1.87 -1.90

Output
E_tot, Eh: -478.28573
Total charge: +1
Strongest force on any atom, eV Å⁻¹: 7.06
Energy relative to the best compared isomer or geometry (same formula, charge and spin), kcal/mol: 106.31
HOMO level (spin up / spin down), eV: -9.5 / -10.3
Orbital gap (spin up / spin down), eV: 5.24 / 7.28

A cluster of 6 separate species, C30H61ClF3NO16PS7 in total, computed with ωB97M-V with the def2-TZVPD basis set.

Geometry (Å):
1 C -2.84 -2.06 -2.28
2 C -1.37 -2.47 -2.51
3 C -0.98 -2.41 -3.99
4 C -0.37 -1.85 -1.52
5 P 0.57 -0.25 -1.97
6 N -0.66 0.49 -3.01
7 C 0.02 0.72 -0.40
8 C -1.47 0.74 -0.10
9 C -1.77 1.54 1.19
10 S -1.63 3.27 0.87
11 O -0.32 3.74 1.21
12 O -2.06 3.61 -0.45
13 O -2.63 3.98 1.91
14 C 1.83 1.20 -2.52
15 C 1.77 1.31 -3.99
16 O 2.20 0.55 -4.79
17 Cl 1.00 2.86 -4.61
18 S 2.31 -1.15 -0.63
19 O 1.87 -1.87 0.55
20 O 3.15 -1.96 -1.51
21 C 3.54 0.10 0.09
22 F 4.60 0.21 -0.72
23 F 3.04 1.32 0.28
24 F 4.00 -0.33 1.26
25 H -3.34 -2.81 -1.67
26 H -2.93 -1.11 -1.77
27 H -3.37 -1.98 -3.23
28 H -1.36 -3.54 -2.27
29 H -1.51 -3.22 -4.51
30 H 0.08 -2.56 -4.15
31 H -1.28 -1.48 -4.47
32 H 0.44 -2.59 -1.49
33 H -0.74 -1.88 -0.49
34 H 1.16 -0.98 -3.04
35 H -0.74 1.48 -2.79
36 H -1.59 0.11 -2.90
37 H 0.35 1.75 -0.46
38 H 0.50 0.34 0.50
39 H -2.05 1.22 -0.88
40 H -1.90 -0.24 0.10
41 H -2.78 1.34 1.54
42 H -1.05 1.30 1.97
43 H -2.56 4.91 1.64
44 H 2.87 0.92 -2.35
45 H 1.59 2.18 -2.11
46 C 6.98 -0.47 -2.69
47 C 8.38 -0.30 -2.08
48 C 9.39 -0.28 -3.23
49 S 8.51 0.37 -4.66
50 O 8.43 -0.67 -5.66
51 O 9.02 1.67 -4.99
52 C 6.92 0.52 -3.85
53 H 6.20 -0.29 -1.97
54 H 6.86 -1.49 -3.07
55 H 8.42 0.64 -1.53
56 H 8.61 -1.10 -1.37
57 H 10.24 0.36 -3.03
58 H 9.74 -1.28 -3.49
59 H 6.13 0.30 -4.57
60 H 6.83 1.54 -3.49
61 C 5.81 -6.16 -3.59
62 C 5.83 -5.07 -2.51
63 C 4.41 -4.50 -2.39
64 S 3.30 -5.83 -2.87
65 O 2.62 -5.47 -4.09
66 O 2.57 -6.31 -1.73
67 C 4.58 -7.02 -3.29
68 H 6.72 -6.76 -3.60
69 H 5.70 -5.70 -4.58
70 H 6.14 -5.51 -1.56
71 H 6.55 -4.29 -2.76
72 H 4.17 -4.19 -1.38
73 H 4.25 -3.67 -3.07
74 H 4.25 -7.63 -4.12
75 H 4.75 -7.64 -2.41
76 C -3.05 -7.53 -3.00
77 C -4.44 -7.96 -2.51
78 C -4.85 -7.00 -1.39
79 S -4.01 -5.44 -1.75
80 O -3.07 -5.18 -0.70
81 O -5.00 -4.47 -2.13
82 C -3.13 -6.02 -3.19
83 H -2.77 -8.03 -3.93
84 H -2.29 -7.77 -2.25
85 H -5.15 -7.90 -3.33
86 H -4.43 -8.99 -2.15
87 H -5.92 -6.81 -1.36
88 H -4.50 -7.33 -0.42
89 H -2.15 -5.53 -3.23
90 H -3.72 -5.75 -4.07
91 C -6.51 4.66 4.51
92 C -5.40 4.60 5.58
93 C -5.13 3.12 5.88
94 S -5.56 2.22 4.38
95 O -6.69 1.37 4.65
96 O -4.35 1.70 3.78
97 C -6.12 3.64 3.45
98 H -6.61 5.65 4.09
99 H -7.47 4.38 4.96
100 H -4.49 5.06 5.18
101 H -5.67 5.14 6.48
102 H -4.09 2.92 6.11
103 H -5.77 2.74 6.68
104 H -6.94 3.33 2.80
105 H -5.28 3.98 2.85
106 C -2.66 9.88 7.57
107 C -1.49 8.99 8.02
108 C -2.10 7.79 8.76
109 S -3.74 7.54 8.05
110 O -4.73 7.80 9.07
111 O -3.77 6.32 7.29
112 C -3.68 8.95 6.94
113 H -2.33 10.64 6.86
114 H -3.09 10.39 8.43
115 H -0.94 8.64 7.15
116 H -0.80 9.52 8.66
117 H -1.53 6.87 8.62
118 H -2.23 7.98 9.82
119 H -4.68 9.37 6.86
120 H -3.35 8.58 5.97

Output
E_tot, Eh: -6326.71487
Total charge: -1
Strongest force on any atom, eV Å⁻¹: 2.50
HOMO level, eV: -5.3
Orbital gap, eV: 6.68